{"formula": "C2H7NO3", "method": "ωB97M-V/def2-TZVPD", "elements": ["O", "O", "O", "N", "C", "C", "H", "H", "H", "H", "H", "H", "H"], "xyz": [[1.6966, 3.4664, 3.5011], [-1.0470, 3.2769, 1.0537], [-1.5335, 2.0549, -0.8411], [0.0000, 0.0000, 0.0000], [-0.8494, 2.3461, 0.3005], [0.2438, 1.3262, 0.6230], [-0.8852, -0.1450, 0.4980], [0.2907, 1.1883, 1.7204], [-2.3218, 2.6373, -0.6632], [-0.2516, 0.3446, -0.9331], [1.2004, 1.7799, 0.2996], [1.2706, 3.0150, 4.2646], [2.4890, 2.9189, 3.2998]], "forces_ev_per_angstrom": [[0.4092, -1.0661, 0.5540], [-0.6960, -0.6573, -1.4327], [-1.2711, 1.6132, 1.5500], [-0.3765, 1.8488, 0.4419], [1.4738, -0.1204, 1.6708], [0.7739, 0.0195, 0.1654], [0.0164, -1.0927, -0.8920], [-0.0141, 0.4493, -0.5803], [0.5555, -0.5202, -1.0772], [-0.1770, -1.2144, 0.0084], [-0.3236, -0.3062, 0.1399], [0.4733, 0.4752, -0.8241], [-0.8437, 0.5713, 0.2760]], "smiles": "NCC(=O)O.O", "spin_multiplicity": 1, "e_above_lowest_kj_mol": 119.6, "e_tot_ha": -360.86810, "e_lumo_ev": 0.554, "total_charge": 0, "gap_ev": 10.4}